Entry 1:
{"formula": "C52H63MoN11O4PS3", "method": "ωB97M-V/def2-TZVPD", "energy_ev": -123179.9544, "homo_lumo_gap_ev": [5.42, 5.22], "total_charge": -1, "e_homo_ev": [-3.39, -3.19], "symbols": ["C", "C", "C", "C", "C", "H", "H", "C", "H", "C", "C", "O", "N", "H", "C", "C", "N", "H", "H", "C", "C", "H", "H", "C", "S", "H", "H", "C", "H", "C", "C", "C", "C", "O", "H", "C", "N", "H", "C", "H", "N", "S", "C", "C", "C", "H", "C", "H", "H", "N", "H", "H", "C", "N", "H", "H", "H", "H", "H", "H", "H", "O", "H", "C", "H", "C", "H", "N", "H", "P", "H", "H", "H", "H", "C", "N", "N", "N", "H", "C", "C", "C", "H", "H", "O", "C", "H", "N", "H", "H", "H", "C", "C", "C", "C", "C", "H", "C", "H", "H", "H", "H", "C", "H", "H", "H", "H", "C", "C", "C", "H", "H", "S", "C", "C", "H", "H", "C", "H", "H", "C", "H", "H", "Mo", "H", "C", "H", "H", "C", "C", "C", "H", "C", "C", "H"], "positions_angstrom": [[-1.380, 2.550, 3.968], [-3.376, -1.722, 4.891], [-1.882, -5.731, -2.277], [-1.104, 5.605, -2.369], [-0.992, 3.132, -3.167], [1.780, -3.706, -3.059], [2.944, -2.490, 3.459], [-2.262, -1.378, 2.721], [2.755, 3.344, -2.204], [-0.279, 1.659, 4.170], [-3.649, -3.362, 3.203], [-2.244, -4.942, -3.330], [1.085, -0.033, 4.005], [-1.679, -7.605, -3.301], [-1.093, -7.119, -0.012], [0.536, -2.748, -1.591], [-2.168, 2.718, -0.286], [-0.123, 7.305, -1.618], [4.366, 3.538, 3.496], [-1.603, -7.081, -2.357], [1.034, -2.945, -2.872], [-2.554, -4.737, -5.296], [-5.599, -5.913, 2.662], [-0.331, 5.765, -0.087], [-4.382, 2.443, -1.819], [4.085, -0.654, -3.862], [5.122, 1.009, -2.214], [4.921, -0.333, -0.526], [-1.292, -5.925, -4.890], [2.503, 4.048, 2.500], [-0.468, -1.783, -1.359], [-1.593, 3.787, -0.732], [3.426, -0.253, -0.161], [-4.139, -4.536, 2.663], [4.583, 2.028, 1.703], [5.105, -0.069, -2.027], [2.745, 0.642, -1.082], [-1.010, -8.843, -1.288], [-1.373, -5.760, 0.076], [-0.884, 3.896, 5.565], [0.022, 0.614, 3.457], [0.817, -1.797, 1.989], [-1.612, 4.213, -2.180], [-2.273, -5.531, -4.608], [1.688, 3.493, -2.377], [-3.258, -3.966, 0.929], [1.437, 3.523, -3.885], [-4.908, -5.606, 4.269], [1.621, -5.260, -1.351], [-2.112, -3.701, -1.053], [2.562, 0.969, -3.119], [4.021, 2.626, -0.655], [-2.664, 4.514, 4.544], [0.341, 0.732, 0.295], [2.036, 4.325, -4.323], [0.173, 6.350, 0.672], [1.774, -0.515, -2.576], [-6.015, -4.417, 3.536], [2.973, -1.254, -0.175], [-2.204, -0.042, 4.417], [2.211, 1.918, 2.533], [-2.024, 1.259, 2.172], [-1.765, -0.368, -2.254], [-1.218, -7.783, -1.217], [3.804, -1.719, -2.486], [3.610, 3.175, 0.192], [2.085, -4.844, 0.320], [2.463, -1.840, 4.055], [0.371, 1.846, 5.023], [1.436, 1.522, -0.426], [-0.246, 4.772, -4.403], [-1.300, 6.076, -3.325], [-2.093, -3.281, -1.969], [2.196, 4.892, 1.874], [1.908, -4.445, -0.677], [-2.661, -3.168, 1.081], [2.305, 2.616, 0.524], [0.933, 2.404, -1.765], [-1.240, -5.240, 1.014], [-3.408, 3.107, 2.734], [-3.921, -2.935, 4.486], [-0.239, 1.971, -2.506], [-0.769, -7.652, 0.873], [-3.574, -1.364, 5.896], [0.867, -3.512, -0.530], [2.652, 0.118, -2.439], [3.024, -1.325, 4.714], [-1.154, -1.772, -0.092], [2.826, -3.973, -1.043], [3.516, 4.233, -0.099], [0.915, -2.379, -4.934], [1.459, -1.130, 3.436], [-1.588, 3.682, 4.768], [-0.444, -1.251, -3.718], [-0.895, 4.581, 0.234], [-1.928, -2.814, 0.022], [5.562, 3.364, 1.102], [-1.793, -5.054, -1.046], [-4.101, 2.866, 1.938], [3.285, 0.127, 0.853], [-0.843, -0.676, -4.544], [4.464, 4.959, 2.462], [4.549, 3.075, 1.391], [-0.877, 4.223, 1.253], [-2.801, 5.399, 5.152], [5.297, -1.330, -0.279], [-2.684, 4.211, -2.445], [-2.827, -2.598, 2.359], [-2.299, 2.287, 2.935], [-5.221, -5.140, 3.330], [-0.246, 3.215, -5.196], [1.799, 2.584, -4.311], [-3.135, 0.279, -0.254], [1.905, 2.775, 1.920], [-3.580, 4.222, 3.530], [-3.013, -6.335, -4.664], [-4.542, -3.513, 5.157], [3.923, -0.672, -2.782], [-1.843, 2.666, -3.667], [-0.858, 1.402, -1.819], [-0.048, 3.715, -4.245], [0.044, 1.290, -3.325], [2.098, 4.214, 3.501], [-1.052, -0.028, 1.480], [-4.424, 4.878, 3.359], [-3.141, 1.937, -0.788], [6.055, -0.480, -2.379], [0.821, 2.814, 1.951], [-2.587, -0.980, 4.034], [-0.947, -1.053, -2.434], [0.534, -2.202, -3.936], [5.500, 0.395, 0.048], [-0.485, 6.305, -1.410], [4.037, 3.956, 2.541], [1.403, 4.455, -1.938]]}



Entry 2:
{"formula": "C15H20N5O4", "method": "ωB97M-V/def2-TZVPD", "energy_ev": -31516.0687, "homo_lumo_gap_ev": 4.67, "total_charge": -1, "e_homo_ev": -3.23, "symbols": ["O", "C", "H", "N", "H", "H", "N", "N", "C", "H", "H", "N", "H", "H", "C", "H", "H", "C", "C", "H", "C", "O", "H", "C", "H", "H", "C", "C", "H", "H", "H", "H", "C", "H", "O", "N", "C", "C", "H", "O", "C", "C", "C", "H"], "positions_angstrom": [[-0.094, 1.686, 0.256], [0.609, -0.951, -1.039], [0.034, -0.934, 5.035], [-0.068, -0.322, -4.502], [-3.490, -2.807, 6.731], [-1.318, -1.593, 7.030], [-0.615, -1.459, 2.502], [1.048, -0.527, 1.139], [0.675, 1.514, -0.714], [-2.936, -2.662, 2.437], [0.061, 1.832, -5.830], [1.616, 2.487, -1.004], [-0.928, -1.788, 1.595], [3.333, 3.114, -1.980], [-0.916, -1.459, 4.920], [1.373, 3.388, 0.848], [1.237, 4.499, -0.548], [-1.359, -1.777, 3.627], [-1.681, -1.833, 6.031], [1.940, 2.939, -3.060], [2.454, 2.491, -2.189], [-0.686, -1.409, -4.404], [0.852, 2.422, -4.357], [1.767, 3.629, -0.140], [1.441, -2.146, -2.631], [-0.861, 2.854, -4.697], [-0.104, 2.062, -4.764], [-0.540, 0.878, -4.045], [2.795, 1.478, -2.454], [-4.302, -3.320, 4.415], [0.770, -3.070, -1.258], [-1.385, 0.899, -3.348], [0.628, -2.182, -1.893], [2.831, 3.875, -0.083], [1.100, -0.252, -5.005], [0.511, -1.287, 0.266], [-2.898, -2.511, 5.861], [0.543, -0.719, 2.462], [-0.314, -2.301, -2.439], [1.160, -0.204, 3.392], [-2.593, -2.442, 3.451], [-3.350, -2.804, 4.564], [0.674, 0.324, -1.575], [0.987, 0.390, -2.603]]}



Entry 3:
{"formula": "C29H51BBrF4GeMoOSiTe", "method": "ωB97M-V/def2-TZVPD", "energy_ev": -188080.8671, "homo_lumo_gap_ev": [7.58, 7.57], "total_charge": 1, "e_homo_ev": [-11.11, -11.05], "symbols": ["Ge", "H", "H", "H", "H", "H", "H", "H", "H", "C", "C", "H", "C", "H", "C", "Mo", "C", "C", "C", "H", "C", "C", "Te", "H", "H", "C", "H", "H", "O", "H", "C", "C", "C", "H", "F", "C", "C", "C", "H", "C", "H", "C", "H", "H", "H", "F", "H", "H", "H", "H", "H", "H", "H", "H", "H", "F", "C", "H", "C", "H", "F", "H", "Br", "C", "C", "H", "H", "C", "H", "C", "B", "H", "H", "H", "H", "H", "H", "H", "Si", "H", "C", "H", "C", "C", "H", "C", "H", "H", "H", "C", "H"], "positions_angstrom": [[-2.917, -1.897, -2.810], [1.091, -0.301, -2.517], [-6.280, -1.971, 3.431], [1.206, 3.208, -0.127], [-0.563, -1.659, 5.326], [5.805, -0.613, -0.138], [2.825, 3.620, 0.444], [4.336, -2.188, -0.328], [-0.645, 2.553, 6.089], [4.192, -0.392, 2.061], [-6.081, -1.151, 2.754], [2.201, 4.339, -1.036], [2.924, -0.920, -1.435], [-1.577, -4.012, -3.323], [-1.424, -0.449, 3.784], [-1.431, -0.443, -0.152], [3.924, -0.785, -2.601], [-0.864, 1.711, 5.445], [2.228, 3.420, -0.442], [0.435, -3.318, 0.591], [-4.801, -0.624, 2.673], [-2.070, -0.696, -4.097], [-2.649, 1.277, 1.541], [-1.066, -0.410, -3.782], [-1.996, -1.184, -5.070], [4.471, 2.022, 1.675], [-2.656, 0.215, -4.217], [-8.098, -1.047, 2.036], [-1.060, -1.927, 0.793], [-3.777, -1.612, -0.417], [-6.851, 0.426, 1.108], [2.792, 2.292, -1.322], [-1.728, -3.411, -2.426], [0.841, -1.498, -1.230], [-1.111, 0.916, -1.408], [1.829, 2.150, -2.510], [1.525, -1.167, -2.021], [3.294, -2.182, -0.643], [-4.012, -1.033, 3.291], [-0.816, -0.654, 5.014], [3.652, 0.006, -3.298], [-1.479, 1.927, 4.219], [-2.164, -4.052, -1.657], [-5.384, 1.800, 0.359], [4.627, 1.966, -2.500], [-3.365, 2.418, -1.625], [3.943, -1.723, -3.163], [2.670, -2.303, 0.246], [-7.646, 0.837, 0.501], [6.540, 0.486, 1.020], [4.747, 2.837, 1.008], [-0.744, -3.085, -2.082], [2.182, 1.448, -3.266], [5.046, -0.337, 2.742], [0.831, 1.850, -2.193], [-1.473, 3.585, -1.112], [-0.534, 0.424, 5.841], [-1.734, 2.934, 3.915], [-3.224, -0.953, -1.099], [-1.636, -1.292, 3.140], [-1.810, 2.837, -3.250], [-0.863, -3.725, 1.738], [1.087, 0.509, 0.996], [-0.228, -2.926, 1.360], [4.163, 2.729, -1.873], [-4.487, -3.087, -4.422], [5.965, 1.103, -0.524], [-5.575, 0.969, 1.028], [4.146, -1.410, 1.682], [4.391, 0.664, 0.960], [-2.183, 2.907, -1.994], [0.359, -2.485, 2.165], [1.736, 3.126, -2.996], [3.143, -3.057, -1.282], [-5.308, -1.717, -3.665], [3.294, -0.202, 2.649], [-5.091, -3.224, -2.765], [4.866, 2.996, -1.085], [2.999, 0.658, -0.354], [-3.863, -0.077, -1.252], [5.744, 0.394, 0.275], [-0.056, 0.259, 6.798], [-4.559, 0.435, 1.810], [-1.757, 0.843, 3.395], [3.531, 2.279, 2.168], [-7.103, -0.631, 1.970], [4.021, 3.617, -2.495], [5.241, 1.961, 2.449], [4.941, -0.595, -2.254], [-4.627, -2.549, -3.484], [1.581, -1.980, -2.751]]}



Entry 4:
{"formula": "C53H87N2O15", "method": "ωB97M-V/def2-TZVPD", "energy_ev": -90057.2243, "multiplicity": 2, "homo_lumo_gap_ev": [7.73, 6.99], "total_charge": 0, "s2": 0.75, "e_homo_ev": [-7.41, -7.41], "symbols": ["N", "H", "C", "H", "H", "H", "C", "C", "H", "O", "C", "C", "H", "O", "H", "H", "H", "C", "H", "H", "H", "O", "C", "H", "H", "C", "O", "H", "H", "C", "C", "H", "H", "O", "C", "C", "C", "N", "H", "C", "H", "H", "H", "H", "H", "C", "C", "H", "O", "H", "H", "H", "O", "C", "H", "O", "C", "C", "H", "C", "H", "H", "C", "H", "H", "H", "H", "H", "C", "C", "H", "H", "C", "C", "H", "H", "H", "C", "H", "H", "H", "H", "H", "C", "H", "C", "H", "O", "H", "H", "H", "H", "C", "H", "C", "C", "H", "H", "H", "H", "C", "O", "H", "C", "H", "H", "H", "H", "C", "C", "C", "H", "C", "H", "C", "H", "C", "H", "C", "H", "H", "C", "O", "H", "O", "O", "C", "H", "C", "C", "C", "C", "H", "H", "O", "H", "H", "H", "C", "H", "C", "H", "H", "H", "O", "C", "H", "H", "H", "C", "H", "C", "C", "H", "H", "C", "H"], "positions_angstrom": [[-1.117, 2.556, 0.230], [7.435, -0.102, -3.626], [7.881, 3.733, -0.734], [-5.100, -0.765, 3.768], [5.439, -3.018, -2.010], [-1.471, 0.174, 2.337], [9.279, 4.818, 0.704], [7.988, -1.855, -2.503], [-2.518, -8.680, -4.821], [0.617, -3.890, 6.444], [-3.421, 1.277, 1.933], [-2.573, 2.544, -1.789], [-4.673, -8.030, -3.874], [5.288, 2.350, -1.930], [-5.725, 4.036, -1.348], [-3.581, -0.869, 1.051], [3.146, -1.740, 1.258], [-0.852, -3.849, -3.101], [-0.071, 4.406, 2.298], [-3.676, -6.550, -1.784], [4.493, -2.552, 5.383], [-5.481, 1.610, -2.534], [2.492, -2.662, 1.152], [-5.478, -2.525, 1.459], [-1.961, 4.218, 2.575], [-6.455, 3.779, -2.115], [8.221, 4.990, -0.135], [8.931, 1.819, -0.634], [-4.258, -8.762, -2.320], [2.229, -2.674, -1.509], [1.776, -3.595, 6.570], [-1.613, 2.620, -2.420], [1.186, 3.147, -1.221], [-4.268, 6.981, -0.068], [5.838, -0.918, -2.411], [-1.892, 0.278, -0.787], [-7.872, 4.017, -1.640], [1.987, -3.200, -0.118], [-0.515, -4.644, -2.325], [-1.197, 8.537, 0.615], [-9.529, 2.625, -1.807], [0.607, -5.056, -0.541], [-7.930, 3.852, -0.559], [2.354, 5.605, -1.178], [0.981, -0.924, -2.103], [-3.968, -3.750, -0.534], [-4.060, -0.224, 1.865], [-3.260, 1.809, -2.358], [3.025, 2.471, -1.902], [4.399, 5.026, -2.375], [-3.248, -0.599, 3.978], [-6.242, 4.311, -3.046], [7.339, -2.439, -1.458], [-3.268, 7.653, -0.049], [-2.156, -2.081, -2.692], [-1.302, 3.874, 0.095], [-4.780, -3.257, 2.004], [9.132, 2.892, -0.632], [2.118, -3.399, 3.394], [2.770, 4.613, -0.996], [9.796, 3.112, -1.473], [-1.033, -4.434, -4.081], [-2.699, -8.963, -3.780], [5.525, -1.996, -0.556], [-5.478, -3.962, 2.603], [-1.406, 8.970, 1.599], [6.763, -1.652, -4.233], [7.578, 3.889, -1.770], [-3.193, -6.936, -2.682], [-0.924, 2.333, 1.694], [-4.355, -4.662, -1.132], [-1.875, 1.505, 3.524], [-2.262, 1.809, -0.361], [-1.795, -7.404, -2.385], [0.932, 1.704, 2.956], [-8.952, 3.251, -3.368], [10.846, 3.345, 0.616], [1.934, -3.563, 2.284], [1.251, 2.449, 1.213], [-0.730, 3.402, 3.680], [-4.044, 1.833, 2.714], [4.592, -2.788, 8.093], [-3.154, -6.169, -3.459], [0.604, 1.765, 1.867], [-1.361, 9.243, -1.437], [1.172, -4.359, 0.159], [-8.241, 5.024, -1.846], [-3.191, 8.917, -0.547], [4.518, -4.183, 6.090], [-2.824, -4.254, 1.347], [2.710, 4.414, 0.079], [-1.451, 6.564, -0.260], [9.757, 3.392, 0.653], [9.377, 2.857, 1.526], [-2.449, -3.505, -0.996], [-4.071, -0.980, 3.285], [-4.495, 1.391, -0.109], [-2.026, 6.710, 1.435], [0.457, -5.542, 2.130], [2.684, -4.280, 8.369], [-8.645, 2.940, -2.365], [2.655, -3.498, 5.535], [5.972, -0.028, -1.790], [-3.931, -4.204, 1.014], [0.593, 0.736, 1.335], [1.116, -3.112, -4.025], [-2.846, -10.043, -3.727], [-0.114, 8.453, 0.508], [1.050, -4.694, 1.664], [2.059, 3.520, -1.760], [4.203, 4.458, -1.462], [-2.814, -0.363, -0.977], [0.815, -2.050, -2.007], [-2.683, -2.767, 2.879], [-6.458, 2.299, -2.386], [-4.673, -2.877, -0.749], [2.477, -3.328, 7.874], [-1.829, 10.442, -0.210], [-3.806, -2.569, 3.085], [-1.129, 0.293, -1.635], [4.879, -0.828, -2.926], [4.276, 2.988, -1.774], [-7.735, 1.841, -2.486], [7.042, 3.299, -0.182], [9.729, 5.686, 1.407], [9.163, -1.991, -2.727], [-3.856, -8.205, -3.172], [-4.301, -5.298, 1.072], [-0.945, 3.701, 2.581], [-1.839, 9.380, -0.462], [-1.879, 1.258, 2.393], [-1.927, 7.218, 0.476], [-3.140, -3.575, -3.214], [-2.060, -2.572, -0.442], [-1.556, -8.593, -3.001], [-5.162, -0.055, 1.550], [1.748, 3.845, -2.757], [0.032, -2.259, -1.182], [0.259, -2.716, -3.374], [-3.128, 3.532, -1.666], [5.938, -2.157, -1.554], [2.654, -3.468, -2.211], [4.912, 4.729, -0.680], [-0.285, -1.881, -3.966], [-0.978, -6.809, -1.730], [7.018, -1.069, -3.345], [-1.352, -0.195, 0.125], [3.570, -1.565, 7.329], [-3.881, 3.043, 0.555], [3.967, -3.239, 6.048], [-4.007, -3.071, 4.108], [-3.642, 1.914, 0.470], [-2.257, -3.216, -2.567], [2.999, -1.826, -1.388], [1.879, -2.682, 8.517], [3.747, -2.641, 7.418], [-1.824, -4.391, -0.609]]}